1.
{
  "formula": "C32H49F12N9O8S4V",
  "method": "ωB97M-V/def2-TZVPD",
  "species": ["V", "S", "S", "S", "S", "F", "F", "F", "F", "F", "F", "F", "F", "F", "F", "F", "F", "O", "O", "O", "O", "O", "O", "O", "O", "N", "N", "N", "N", "N", "N", "N", "N", "N", "C", "C", "C", "C", "C", "C", "C", "C", "C", "C", "C", "C", "C", "C", "C", "C", "C", "C", "C", "C", "C", "C", "C", "C", "C", "C", "C", "C", "C", "C", "C", "C", "H", "H", "H", "H", "H", "H", "H", "H", "H", "H", "H", "H", "H", "H", "H", "H", "H", "H", "H", "H", "H", "H", "H", "H", "H", "H", "H", "H", "H", "H", "H", "H", "H", "H", "H", "H", "H", "H", "H", "H", "H", "H", "H", "H", "H", "H", "H", "H", "H"],
  "positions_angstrom": [[-0.29068, -0.47042, -3.11579], [1.57736, -1.80968, -5.56783], [1.05696, -0.43889, -0.23768], [-1.48820, -0.13207, 0.20027], [0.86309, -3.48829, -3.63643], [3.78723, -0.37644, -5.07123], [3.43821, -1.87496, -3.65901], [-1.29752, -3.86259, -5.42484], [1.81499, 1.28296, 1.71125], [-0.05816, -5.57078, -5.29262], [2.80764, 1.57357, -0.21440], [4.22077, -2.52523, -5.54584], [-1.12222, -2.86565, 0.22417], [0.73510, 2.16911, 0.02055], [-1.30294, -5.14771, -3.60853], [-2.01411, -1.90992, 1.92469], [-3.14416, -2.20946, 0.11588], [1.91070, -0.66057, -1.41869], [1.17954, -0.54879, -6.14846], [-2.72413, 0.40804, -0.23639], [2.17418, -4.11604, -3.92447], [1.51298, -2.94028, -6.47287], [-1.06230, 0.42776, 1.44804], [1.23828, -1.34713, 0.88518], [0.46220, -3.57203, -2.24240], [0.66473, -1.93654, -4.05482], [-0.23202, -0.35953, -1.10962], [-2.23183, 6.29850, 2.60431], [-4.99426, -1.43738, 2.90850], [2.85164, 1.63028, 5.30838], [1.25874, 1.16535, -3.41566], [3.88194, -2.40571, 5.12286], [-2.21052, -1.96209, -2.95080], [5.27063, 0.34716, 0.23831], [5.11567, 1.71583, -3.02275], [-7.51654, 1.31230, -0.24534], [-5.83187, 0.71699, 1.76914], [0.31009, -3.10431, 5.11133], [-3.02811, -2.71757, -2.66497], [5.18414, -0.63475, 0.81174], [-5.53805, -3.64398, -2.42585], [5.06403, -1.92125, 1.52808], [0.25417, -3.78434, 3.73371], [3.03648, 3.15081, -3.44605], [-5.35380, -0.46395, 2.43802], [2.05820, 2.02191, -3.43257], [-6.01637, -2.56685, -1.52360], [7.44757, -2.45882, 1.36928], [1.65363, 1.31298, 0.38681], [-3.83366, 4.89414, -0.17502], [1.92975, 4.44738, 3.06125], [6.28726, -2.31430, 2.31440], [3.37145, 4.80601, 2.59214], [3.41636, -1.62426, -4.97045], [-3.08221, 6.20748, 1.79492], [2.46912, 2.69402, 4.99293], [1.31654, -1.82298, 5.20697], [-3.99085, -3.79559, -2.43396], [-4.15025, 6.02282, 0.78452], [-3.47469, 3.55627, 0.40869], [-0.57392, -4.57416, -4.53618], [-1.94931, -1.92958, 0.60567], [1.97695, 4.05190, 4.54470], [2.76021, -2.18467, 5.15089], [-6.47954, 0.41351, 0.38832], [4.45966, 2.75683, -3.97082], [4.46904, 2.41807, -5.00680], [3.84439, 3.87578, 2.27735], [-3.66725, -4.43339, -3.25651], [-7.99852, 0.87353, -1.11899], [1.15988, -1.06899, 4.43558], [6.02023, 1.35791, -3.51443], [6.48396, -1.57028, 3.08632], [7.72185, -1.54000, 0.85097], [-3.70500, -4.41490, -1.58377], [3.08201, 3.46665, -2.40381], [1.35724, 5.36902, 2.95669], [4.77739, -2.68806, 0.80841], [5.46643, 2.22846, -2.12705], [5.23196, 3.52471, -3.92587], [1.02169, -1.32767, 6.13208], [-0.72590, -2.78102, 5.21284], [-5.05624, 5.78538, 1.34211], [0.58964, -3.79118, 5.91018], [-4.92342, 1.30358, 1.63233], [-6.96065, 2.22196, -0.47255], [1.43497, 3.60146, 2.58406], [5.95075, -3.23160, 2.79755], [-5.98769, -3.56193, -3.41539], [-6.54026, 1.14316, 2.47954], [2.59682, 4.75682, 5.09873], [4.30761, -1.81892, 2.30619], [4.40043, 0.95320, -2.71462], [-4.31699, 6.97371, 0.27846], [-5.95233, -4.54195, -1.96746], [-5.60333, 0.42870, -0.25986], [0.96728, 4.13517, 4.94687], [7.12366, -3.21955, 0.65902], [3.46307, 5.69642, 1.97012], [-0.49359, -4.57530, 3.79153], [-0.04894, -3.03504, 3.00243], [-2.46683, 3.57234, 0.82352], [-2.98477, 5.17772, -0.79718], [-4.62835, 4.73804, -0.90455], [-6.92254, -0.57899, 0.47075], [-4.23896, 3.24161, 1.11930], [-8.28300, 1.63675, 0.45850], [-3.49304, 2.72543, -0.29662], [-7.02856, -2.19954, -1.69295], [2.53689, 3.92100, -4.03368], [-5.79498, -2.85010, -0.49459], [8.35077, -2.88291, 1.80802], [3.89888, 5.07512, 3.50729], [-5.39847, -1.67344, -1.61370], [1.13675, -4.29128, 3.34366]],
  "mulliken_charge": [0.838, 0.907, -0.056, 0.196, 0.612, -0.163, -0.195, -0.231, -0.096, -0.222, 0.049, -0.219, -0.121, -0.132, -0.200, -0.103, -0.097, -0.086, -0.666, -0.568, -0.536, -0.539, -0.555, -0.304, -0.440, 0.060, 0.793, -0.459, -0.514, -0.484, 0.022, -0.510, -0.003, -0.509, -1.009, -1.364, 0.505, -0.660, 0.250, 0.242, -0.765, 0.097, -0.900, -0.394, -0.031, 0.061, -0.949, -1.236, 0.375, -0.643, 0.242, -0.525, -1.155, 0.696, 0.268, 0.336, -0.029, -0.654, -0.523, -0.714, 0.626, 0.523, -0.816, 0.209, 0.206, -0.492, 0.332, 0.283, 0.405, 0.329, 0.027, 0.429, 0.336, 0.324, 0.437, 0.216, 0.318, 0.371, 0.458, 0.355, 0.353, 0.367, 0.260, 0.355, -0.452, 0.253, -0.183, 0.351, 0.412, 0.438, 0.399, -0.109, -0.006, 0.377, 0.296, -0.136, 0.374, 0.314, 0.355, 0.386, 0.009, 0.313, 0.328, 0.409, 0.435, 0.168, 0.363, 0.258, 0.491, 0.419, 0.278, 0.354, 0.352, 0.147, 0.400],
  "s_squared": 2.021,
  "e_homo_ev": [-12.6, -12.6],
  "charge": 1,
  "spin_multiplicity": 3
}

=====

2.
{
  "formula": "C32H49IrN9O6PS",
  "method": "ωB97M-V/def2-TZVPD",
  "species": ["Ir", "S", "P", "O", "O", "O", "O", "O", "O", "N", "N", "N", "N", "N", "N", "N", "N", "N", "C", "C", "C", "C", "C", "C", "C", "C", "C", "C", "C", "C", "C", "C", "C", "C", "C", "C", "C", "C", "C", "C", "C", "C", "C", "C", "C", "C", "C", "C", "C", "C", "H", "H", "H", "H", "H", "H", "H", "H", "H", "H", "H", "H", "H", "H", "H", "H", "H", "H", "H", "H", "H", "H", "H", "H", "H", "H", "H", "H", "H", "H", "H", "H", "H", "H", "H", "H", "H", "H", "H", "H", "H", "H", "H", "H", "H", "H", "H", "H", "H"],
  "positions_angstrom": [[-0.29156, 0.45798, -0.05122], [-2.53749, 2.76747, 1.08691], [1.54048, 2.97233, 2.23605], [0.91753, 2.15068, 1.15501], [-2.15663, -0.44255, -0.24732], [-1.95625, 3.99940, 1.53427], [1.59383, -0.09467, -0.20248], [-2.74822, 1.70952, 2.03282], [-0.25154, -1.91944, -1.43737], [-1.72365, -1.18969, 1.87134], [-7.49151, 3.95290, -1.85764], [-1.55763, 2.06345, -0.05437], [1.01106, 4.52705, 2.22089], [3.19482, 2.99182, 2.01657], [-0.51503, -0.65697, 1.60354], [-1.35373, 3.84990, -1.67199], [-0.10848, 1.82830, -1.64244], [1.28090, 2.36106, 3.73648], [3.92476, 4.06286, 2.69238], [-0.81021, -1.20672, -3.65758], [-0.10038, 2.24031, 4.19659], [-4.34285, 4.44555, -0.04683], [0.15448, -1.56755, 3.76129], [-0.69476, 4.15827, -2.78897], [-3.99341, -1.21266, 1.04659], [-4.81561, 2.07995, -0.20204], [3.71634, 2.74016, 0.67493], [-5.51103, 4.72098, -0.72461], [1.82117, -0.75920, 2.07355], [2.31754, -0.44272, 0.81537], [-0.28808, -3.16109, -0.73805], [-5.97868, 2.35414, -0.88414], [0.47084, 5.26351, 3.34912], [-6.34756, 3.68121, -1.15443], [0.13749, -2.02141, -2.80456], [-6.69109, -1.78913, 1.31779], [2.28780, 2.08063, 4.74361], [1.08965, -3.72980, -0.46333], [3.78751, -0.55425, 0.54639], [0.53734, 2.13954, -2.75605], [-4.77779, -1.42054, -0.08517], [-1.04121, 2.67955, -1.15097], [-5.90766, -1.58264, 2.44619], [0.48237, -0.93765, 2.44363], [-4.55947, -1.29651, 2.31418], [-3.99755, 3.12539, 0.21739], [-6.12601, -1.71004, 0.05112], [0.26049, 3.34016, -3.38181], [-2.55925, -0.91119, 0.88161], [0.88914, 5.20033, 0.93364], [3.26393, 1.95472, 4.28368], [-0.15820, 5.36592, 0.67527], [0.10167, -3.07058, -3.11106], [0.75986, 4.79354, 4.28611], [-0.89070, -3.86936, -1.31660], [-4.53830, 1.05452, 0.01433], [-0.94336, 5.11450, -3.23495], [-6.35119, -1.64142, 3.43116], [4.01600, -0.20927, -0.45891], [-1.80288, -1.65694, -3.66340], [3.94326, 4.97590, 2.08734], [1.17432, -1.68588, -2.91398], [-0.79784, 2.42774, 3.38247], [1.33960, 4.59323, 0.14733], [1.27378, 1.43327, -3.11868], [4.34882, 0.03664, 1.27143], [-0.44795, -1.15276, -4.68538], [-6.61951, 1.54320, -1.20874], [-6.73449, -1.88399, -0.82657], [3.46749, 4.30696, 3.64905], [4.95248, 3.74598, 2.87847], [2.55933, -1.02815, 2.81666], [-7.74448, -2.01199, 1.42638], [-0.81964, -2.96816, 0.19322], [-0.31872, 2.93889, 5.00880], [4.10574, -1.59342, 0.64710], [3.07640, 2.03515, 0.14970], [-0.64429, -1.01594, 4.25577], [-3.94157, -1.11692, 3.18327], [-0.21800, -2.58240, 3.61271], [-4.32056, -1.35932, -1.06472], [1.41036, 6.16120, 0.96479], [-5.78718, 5.74777, -0.93037], [0.87914, 6.27740, 3.34843], [-0.27413, 1.22685, 4.56728], [0.76708, 3.63150, -4.28847], [-3.69259, 5.24449, 0.27961], [1.00165, -4.68059, 0.06491], [1.67215, -3.04882, 0.15873], [2.02940, 1.14868, 5.25275], [-0.90816, -0.19250, -3.27124], [-8.17750, 3.22769, -1.96611], [1.03827, -1.60045, 4.39277], [-7.84690, 4.89235, -1.86047], [3.77181, 3.66468, 0.08724], [2.34428, 2.86930, 5.50206], [4.72652, 2.33052, 0.74293], [-0.61961, 5.32364, 3.30032], [1.63945, -3.91229, -1.38779]],
  "mulliken_charge": [2.451, 1.450, -1.970, 0.871, -0.690, -0.694, -0.962, -0.721, -0.217, -0.990, -0.487, 0.508, 0.837, 0.355, 1.307, -0.330, 0.250, 1.271, -1.141, -1.102, -1.194, -0.343, -1.695, -0.488, 0.098, -0.311, -0.776, -0.923, -1.174, 0.482, -0.153, -0.889, -0.985, 1.081, -0.381, -0.511, -1.185, -1.114, -1.892, -0.623, -0.090, 0.493, -0.801, 1.160, -0.441, -0.907, -0.757, -0.950, 0.787, -1.071, 0.363, 0.245, 0.527, 0.323, 0.486, 0.289, 0.496, 0.428, 0.301, 0.312, 0.312, 0.179, 0.235, 0.201, 0.638, 0.465, 0.426, 0.368, 0.476, 0.355, 0.381, 0.429, 0.428, 0.091, 0.449, 0.403, -0.030, 0.322, 0.473, 0.333, 0.391, 0.426, 0.309, 0.400, 0.211, 0.443, 0.510, 0.424, 0.102, 0.303, 0.048, 0.217, 0.505, 0.210, 0.286, 0.250, 0.310, 0.132, 0.378],
  "s_squared": 0.787,
  "e_homo_ev": [-10.3, -10.1],
  "charge": 1,
  "spin_multiplicity": 2,
  "de_lowest_kcal_mol": 37.0
}